8
Properties=species:S:1:pos:R:3 method="wB97M-V/def2-TZVPD" gap_ev=10.301 homo_ev=-9.59 total_charge=0 lumo_ha=0.0262 relative_energy_kcal_mol=65.6
C 0.34 0.02 -0.01
C 1.38 -0.80 0.00
C 2.69 0.68 -0.01
N 1.93 1.68 -0.02
O 0.61 1.37 -0.02
Cl 1.74 -2.42 -0.01
Cl 4.33 0.53 0.01
H -0.72 -0.15 0.00



84
Properties=species:S:1:pos:R:3 method="wB97M-V/def2-TZVPD" multiplicity=9 gap_ev="3.052 / 2.865" homo_ev="-15.04 / -15.04" total_charge=+3 lumo_ha="-0.4407 / -0.4476"
Cr -2.08 -2.19 -2.39
Cr 0.36 -4.12 -1.16
C 0.48 -0.80 -0.65
O -0.17 -1.95 -1.08
H 0.55 0.00 -1.39
H -0.03 -0.26 0.17
H 1.47 -1.01 -0.23
N -0.17 -4.33 0.96
C -0.98 -5.35 1.32
C -1.52 -5.50 2.60
C -1.25 -4.52 3.52
C -0.41 -3.45 3.22
C 0.11 -3.43 1.94
H -1.16 -6.15 0.61
H -2.21 -6.30 2.79
H -1.69 -4.63 4.51
H -0.36 -2.57 3.85
H 0.67 -2.56 1.64
N -2.31 0.06 -2.50
C -2.24 0.53 -3.76
C -2.29 1.84 -4.14
C -2.51 2.78 -3.12
C -2.66 2.35 -1.81
C -2.54 1.00 -1.54
H -2.15 -0.19 -4.58
H -2.46 2.17 -5.16
H -2.53 3.83 -3.37
H -2.72 3.03 -0.97
H -2.59 0.59 -0.54
N -3.28 -1.91 -0.55
C -3.00 -2.13 0.76
C -3.89 -1.93 1.82
C -5.21 -1.62 1.53
C -5.57 -1.56 0.19
C -4.61 -1.66 -0.77
H -1.96 -2.37 0.94
H -3.43 -1.98 2.80
H -5.93 -1.58 2.33
H -6.59 -1.43 -0.15
H -4.88 -1.51 -1.81
N 4.54 -0.78 2.59
C 4.99 0.15 3.44
C 4.52 1.43 3.56
C 3.62 1.82 2.57
C 3.26 0.94 1.57
C 3.66 -0.39 1.67
H 5.66 -0.25 4.20
H 4.83 2.11 4.34
H 3.18 2.82 2.59
H 2.65 1.40 0.80
H 3.37 -1.14 0.94
N 3.00 1.64 -5.45
C 4.05 0.84 -5.61
C 4.03 -0.49 -5.24
C 2.91 -1.02 -4.60
C 1.81 -0.16 -4.43
C 1.95 1.16 -4.81
H 4.92 1.33 -6.03
H 4.88 -1.16 -5.27
H 2.86 -2.04 -4.24
H 0.87 -0.47 -3.99
H 1.20 1.92 -4.62
N 2.35 5.35 -0.30
C 1.61 4.46 0.38
C 0.94 3.44 -0.28
C 1.17 3.27 -1.63
C 1.91 4.20 -2.33
C 2.51 5.24 -1.62
H 1.48 4.60 1.44
H 0.46 2.68 0.33
H 0.60 2.52 -2.18
H 2.03 4.11 -3.41
H 3.12 6.03 -2.02
N -0.26 -0.31 4.97
C 0.39 0.24 3.96
C -0.18 0.89 2.87
C -1.58 1.08 2.95
C -2.25 0.52 4.01
C -1.59 -0.23 4.98
H 1.48 0.15 3.96
H 0.37 1.35 2.06
H -2.13 1.65 2.22
H -3.32 0.69 4.05
H -2.09 -0.78 5.77



60
Properties=species:S:1:pos:R:3 method="wB97M-V/def2-TZVPD" multiplicity=5 gap_ev="5.864 / 5.864" homo_ev="-4.19 / -4.21" total_charge=-1 lumo_ha="0.0617 / 0.0609" relative_energy_kcal_mol=0.0
Cr -0.65 -2.81 -0.96
S 1.56 -3.37 -0.04
C 2.86 -2.31 -0.58
C 4.14 -2.56 -0.07
C 5.24 -1.80 -0.44
C 5.09 -0.76 -1.34
C 3.84 -0.49 -1.86
C 2.73 -1.25 -1.49
As 0.96 -0.95 -2.22
C 0.21 0.17 -0.78
C 0.86 0.39 0.43
C 0.25 1.14 1.42
C -1.02 1.68 1.22
C -1.66 1.46 0.01
C -1.06 0.70 -0.98
C 1.30 0.51 -3.49
C 1.44 1.85 -3.13
C 1.70 2.81 -4.09
C 1.83 2.45 -5.43
C 1.69 1.12 -5.79
C 1.42 0.16 -4.83
H 4.26 -3.38 0.64
H 6.21 -2.03 -0.02
H 5.95 -0.16 -1.64
H 3.71 0.32 -2.57
H 1.85 -0.03 0.60
H 0.76 1.31 2.36
H -1.49 2.27 1.99
H -2.65 1.87 -0.16
H -1.59 0.51 -1.91
H 1.35 2.14 -2.09
H 1.81 3.85 -3.79
H 2.03 3.21 -6.17
H 1.77 0.83 -6.83
H 1.30 -0.87 -5.14
S -3.17 -4.31 -4.42
C -2.24 -3.79 -3.17
S -2.62 -2.32 -2.26
S -0.80 -4.57 -2.59
S -3.21 -0.65 4.95
C -2.55 -1.25 3.41
C -1.25 -1.73 3.34
C -0.75 -2.13 2.12
N -1.49 -2.10 1.00
C -2.75 -1.67 1.07
C -3.32 -1.24 2.25
C -2.86 1.08 4.69
C -1.59 1.60 4.91
C -1.38 2.95 4.69
N -2.32 3.79 4.29
C -3.53 3.29 4.08
C -3.86 1.95 4.27
H -0.62 -1.77 4.22
H 0.27 -2.49 1.99
H -3.31 -1.68 0.14
H -4.35 -0.89 2.27
H -0.78 0.96 5.24
H -0.39 3.37 4.85
H -4.29 3.99 3.75
H -4.86 1.60 4.08



94
Properties=species:S:1:pos:R:3 method="wB97M-V/def2-TZVPD" smiles="O=C1c2ccccc2C(=O)c2ccccc21.O=C1c2ccccc2C(=O)c2ccccc21.O=C1c2ccccc2C(=O)c2ccccc21.CC[C@@H](F)P(CC)#P(O)Br" gap_ev=7.717 homo_ev=-8.88 total_charge=0 lumo_ha=-0.0427
O 4.35 1.08 -2.49
C 5.47 0.63 -2.52
C 6.49 1.20 -3.45
C 6.15 2.27 -4.26
C 7.09 2.83 -5.11
C 8.38 2.31 -5.15
C 8.73 1.23 -4.35
C 7.79 0.67 -3.50
C 8.18 -0.50 -2.67
O 9.28 -0.99 -2.75
C 7.16 -1.05 -1.72
C 7.51 -2.12 -0.91
C 6.59 -2.63 -0.01
C 5.31 -2.07 0.08
C 4.96 -1.01 -0.74
C 5.88 -0.50 -1.64
H 5.15 2.67 -4.22
H 6.82 3.66 -5.74
H 9.12 2.75 -5.81
H 9.73 0.82 -4.38
H 8.50 -2.54 -0.98
H 6.86 -3.46 0.63
H 4.61 -2.47 0.80
H 3.97 -0.57 -0.68
O 4.33 -3.67 3.08
C 3.77 -4.32 3.94
C 4.49 -4.74 5.18
C 5.81 -4.35 5.35
C 6.49 -4.70 6.50
C 5.86 -5.45 7.49
C 4.55 -5.86 7.31
C 3.86 -5.51 6.16
C 2.45 -5.96 5.98
O 1.92 -6.67 6.81
C 1.72 -5.53 4.76
C 0.40 -5.91 4.59
C -0.30 -5.50 3.47
C 0.31 -4.69 2.52
C 1.63 -4.32 2.68
C 2.34 -4.73 3.79
H 6.30 -3.76 4.58
H 7.52 -4.39 6.64
H 6.39 -5.72 8.39
H 4.04 -6.44 8.07
H -0.07 -6.53 5.34
H -1.34 -5.79 3.34
H -0.24 -4.37 1.65
H 2.12 -3.70 1.94
O -11.01 2.52 1.99
C -10.03 3.13 1.63
C -9.61 4.40 2.29
C -10.36 4.87 3.36
C -9.98 6.03 4.01
C -8.85 6.73 3.59
C -8.10 6.26 2.52
C -8.48 5.10 1.87
C -7.68 4.63 0.71
O -6.72 5.26 0.31
C -8.08 3.34 0.06
C -7.32 2.86 -1.00
C -7.66 1.67 -1.61
C -8.76 0.94 -1.15
C -9.52 1.42 -0.10
C -9.18 2.62 0.51
H -11.24 4.32 3.68
H -10.57 6.40 4.84
H -8.55 7.63 4.11
H -7.22 6.79 2.19
H -6.46 3.43 -1.34
H -7.07 1.29 -2.43
H -9.02 0.00 -1.62
H -10.38 0.87 0.26
C 1.14 2.21 -3.16
C 0.50 2.33 -4.54
C -1.01 2.61 -4.51
F -1.32 3.66 -5.34
P -1.97 1.11 -5.08
C -1.29 -0.19 -3.98
C -2.11 -1.48 -3.97
P -4.02 1.52 -4.35
O -3.83 3.14 -4.28
Br -4.01 1.02 -2.12
H 2.14 2.65 -3.18
H 1.28 1.18 -2.84
H 0.58 2.76 -2.41
H 0.92 3.18 -5.07
H 0.69 1.45 -5.15
H -1.32 2.85 -3.49
H -0.30 -0.41 -4.38
H -1.15 0.19 -2.96
H -3.13 -1.32 -3.65
H -1.64 -2.19 -3.30
H -2.11 -1.94 -4.96
H -4.63 3.55 -3.95



E (hartree)
-1165.1579; -3940.9415; -6499.1363; -5695.9937